Record 1
Molecular formula: C5H9NO2
Method: DFT, wB97M-V/def2-TZVPD

Summary:
Spin multiplicity   3
DFT total energy   -400.9601 hartree
HOMO level (alpha / beta)   -0.2192 / -0.3642 Eh
Energy relative to the best compared isomer or geometry (same formula, charge and spin)   27.9 kcal/mol
LUMO level (alpha / beta)   0.83 / -2.35 eV
Total charge   0

Last columns: bonded neighbours and bond lengths (Å).
Positions of all 17 atoms, in Å:
1 C 0.68 1.75 -0.95  C2 1.339, H9 1.060, H10 1.022
2 C 0.59 0.42 -1.06  C1 1.339, C5 1.544, H11 1.121
3 C -1.33 0.37 0.07  C5 1.504, O7 1.198, O8 1.381
4 C 0.57 -0.22 1.50  C5 1.570, H12 1.085, H13 1.053, H14 1.163
5 C -0.05 -0.42 0.07  C2 1.544, C3 1.504, C4 1.570, N6 1.431
6 N -0.14 -1.82 -0.18  C5 1.431, H15 1.052, H16 1.028
7 O -1.69 1.27 0.77  C3 1.198
8 O -2.09 -0.04 -1.01  C3 1.381, H17 0.938
9 H 0.97 2.40 -1.73  C1 1.060
10 H 0.36 2.17 -0.07  C1 1.022
11 H 1.14 -0.19 -1.82  C2 1.121
12 H 1.49 -0.76 1.72  C4 1.085
13 H -0.14 -0.49 2.23  C4 1.053
14 H 0.84 0.89 1.70  C4 1.163
15 H 0.15 -2.28 0.72  N6 1.052
16 H 0.55 -2.08 -0.89  N6 1.028
17 H -1.91 -0.96 -1.05  O8 0.938

Record 2
Molecular formula: C2H8N2
Method: DFT, wB97M-V/def2-TZVPD

Summary:
DFT total energy   -190.4818 hartree
HOMO level   -0.3210 Eh
Energy relative to the best compared isomer or geometry (same formula, charge and spin)   10.7 kcal/mol
LUMO level   1.21 eV
Total charge   0

Last columns: bonded neighbours and bond lengths (Å).
Positions of all 12 atoms, in Å:
1 C 1.40 0.57 -0.80  N2 1.468, H5 1.079, H6 1.088, H7 1.081
2 N 0.14 -0.18 -0.69  C1 1.468, C3 1.458, H8 1.013
3 C -0.35 -0.24 0.69  N2 1.458, N4 1.440, H9 1.111, H10 1.100
4 N -1.57 -1.01 0.75  C3 1.440, H11 1.012, H12 1.005
5 H 1.33 1.36 -1.53  C1 1.079
6 H 1.69 1.01 0.15  C1 1.088
7 H 2.19 -0.11 -1.09  C1 1.081
8 H -0.58 0.34 -1.18  N2 1.013
9 H -0.46 0.79 1.10  C3 1.111
10 H 0.41 -0.69 1.33  C3 1.100
11 H -1.97 -1.18 -0.16  N4 1.012
12 H -2.23 -0.65 1.41  N4 1.005

Record 3
Molecular formula: C5H20N10O5
Method: DFT, wB97M-V/def2-TZVPD

Summary:
DFT total energy   -1126.4303 hartree
HOMO level   -0.3276 Eh
Energy relative to the best compared isomer or geometry (same formula, charge and spin)   44.5 kcal/mol
LUMO level   -0.05 eV
Total charge   0

Last columns: bonded neighbours and bond lengths (Å).
Positions of all 40 atoms, in Å:
1 C -12.95 -15.63 -9.40  O2 1.226, N3 1.392, N4 1.311
2 O -12.04 -14.82 -9.57  C1 1.226
3 N -14.28 -15.31 -9.67  C1 1.392, H5 1.007, H6 1.009
4 N -12.89 -16.84 -8.91  C1 1.311, H7 1.005, H8 1.012
5 H -14.96 -15.97 -9.33  N3 1.007
6 H -14.56 -14.35 -9.55  N3 1.009
7 H -13.70 -17.42 -9.05  N4 1.005
8 H -11.97 -17.26 -8.86  N4 1.012
9 C -10.41 -17.08 -2.69  O10 1.236, N11 1.321, N12 1.315
10 O -11.45 -17.11 -2.03  C9 1.236
11 N -10.13 -16.13 -3.57  C9 1.321, H13 1.005, H14 1.008
12 N -9.49 -18.00 -2.56  C9 1.315, H15 1.004, H16 1.009
13 H -9.32 -16.21 -4.15  N11 1.005
14 H -10.69 -15.29 -3.62  N11 1.008
15 H -8.77 -18.26 -3.21  N12 1.004
16 H -9.67 -18.51 -1.70  N12 1.009
17 C -15.68 -15.56 -2.19  O18 1.229, N19 1.342, N20 1.350
18 O -16.27 -15.73 -1.12  C17 1.229
19 N -14.47 -16.08 -2.44  C17 1.342, H21 1.007, H22 1.013
20 N -15.96 -14.50 -2.97  C17 1.350, H23 1.004, H24 1.006
21 H -14.15 -16.82 -1.84  N19 1.007
22 H -13.91 -15.81 -3.24  N19 1.013
23 H -15.41 -14.49 -3.81  N20 1.004
24 H -16.78 -13.99 -2.68  N20 1.006
25 C -12.93 -14.78 -5.54  O26 1.231, N27 1.326, N28 1.311
26 O -12.68 -15.03 -4.36  C25 1.231
27 N -14.10 -15.06 -6.08  C25 1.326, H29 1.007, H30 1.006
28 N -12.18 -14.19 -6.44  C25 1.311, H31 1.009, H32 1.006
29 H -14.15 -14.97 -7.09  N27 1.007
30 H -14.93 -15.46 -5.68  N27 1.006
31 H -11.34 -13.79 -6.05  N28 1.009
32 H -12.51 -13.86 -7.33  N28 1.006
33 C -10.19 -18.04 -7.38  O34 1.232, N35 1.337, N36 1.364
34 O -10.76 -18.79 -8.16  C33 1.232
35 N -10.66 -17.02 -6.64  C33 1.337, H37 1.009, H38 1.003
36 N -8.86 -18.23 -7.12  C33 1.364, H39 1.005, H40 1.005
37 H -11.66 -17.00 -6.50  N35 1.009
38 H -10.15 -16.34 -6.11  N35 1.003
39 H -8.29 -18.85 -7.67  N36 1.005
40 H -8.46 -17.72 -6.35  N36 1.005